Formula: C5H9N2O
Source: the Open Molecules 2025 dataset
Level of theory: ωB97M-V/def2-TZVPD

Properties
Charge = +1
SMILES string = C/C(O)=C/N=C\C=[NH2+]
DFT total energy = -380.312182 hartree

```
17
Properties=species:S:1:pos:R:3:forces:R:3:nbo_charge:R:1
C 2.747045 0.000432 0.154156 0.533 2.809 2.058 -0.70
C 1.311565 0.052480 -0.120496 -0.418 -2.385 -0.415 0.49
O 0.963915 0.769435 -1.110137 -1.176 2.145 -1.196 -0.56
C 0.516533 -1.087613 0.251640 0.068 -0.975 0.599 -0.07
N -0.577133 -1.572500 -0.292865 0.813 -0.019 0.736 -0.26
C -1.669199 -1.023234 -0.810907 1.838 2.289 2.129 -0.12
C -2.362642 0.104685 -0.350401 -1.633 1.342 -0.432 0.07
N -2.480684 0.786833 0.842229 -1.355 0.021 -2.259 -0.72
H 2.981350 0.799431 0.987510 -0.457 -1.287 -1.362 0.28
H 3.374858 0.336759 -0.690560 -0.383 -0.697 0.294 0.28
H 2.919847 -0.938025 0.629370 0.928 -0.581 -0.099 0.25
H 0.002752 0.728951 -1.303022 0.385 -0.084 0.020 0.51
H 1.147408 -1.831644 0.764907 -0.623 0.311 -0.040 0.23
H -1.926378 -1.456550 -1.706820 -1.295 -0.942 -1.827 0.25
H -3.113961 0.541737 -1.127456 1.279 -1.070 1.538 0.24
H -2.116005 0.637489 1.776067 0.270 -0.461 -0.503 0.43
H -3.333884 1.375637 0.769844 1.227 -0.415 0.760 0.42
```
Positions in Å, forces in eV/Å.

Formula: C5H9N2O
Source: the Open Molecules 2025 dataset
Level of theory: ωB97M-V/def2-TZVPD

Properties
Charge = +1
DFT total energy = -380.177506 hartree

```
17
Properties=species:S:1:pos:R:3:forces:R:3:nbo_charge:R:1
C 1.950870 0.549970 0.062525 0.436 -0.364 0.041 0.28
C -2.163507 -0.901642 -0.081019 -0.521 -0.704 -0.537 -0.30
C -1.338695 -0.652091 1.101367 -0.994 0.489 -0.388 -0.34
C -1.027182 0.212417 -0.209213 1.107 0.891 -0.468 -0.33
C -0.126667 -0.210393 -1.229120 -0.912 3.507 2.204 0.02
N 2.208852 -0.579795 0.261308 -0.479 0.080 -1.124 0.18
N 2.288951 1.805566 0.265773 -0.428 -0.680 -0.636 -0.82
O 2.091481 -1.754645 0.174266 0.020 -2.073 0.691 -0.37
H -2.161034 -1.757516 -0.844553 0.539 1.086 1.755 0.27
H -3.090354 -0.385927 -0.139890 -0.772 0.331 0.013 0.26
H -1.729108 0.029805 1.946466 0.608 -1.285 -1.664 0.28
H -0.639923 -1.413425 1.360781 0.615 -0.206 0.226 0.26
H -1.294327 1.313807 -0.020587 0.408 -1.924 -0.941 0.28
H 0.199271 -1.195856 -1.358947 0.279 -1.497 -0.057 0.23
H 0.232134 0.560664 -1.923182 -0.339 -0.515 -0.007 0.24
H 2.326878 2.059629 1.216120 0.180 1.412 0.680 0.43
H 2.272367 2.319426 -0.582087 0.253 1.450 0.212 0.43
```
Positions in Å, forces in eV/Å.

Formula: C5H9N2O
Source: the Open Molecules 2025 dataset
Level of theory: ωB97M-V/def2-TZVPD

Properties
Charge = +1
SMILES string = NC(=O)[C@@]1([NH3+])[C@@H]2C[C@@H]21
DFT total energy = -380.308684 hartree

```
17
Properties=species:S:1:pos:R:3:forces:R:3:nbo_charge:R:1
N -0.513940 1.397595 2.031749 -1.045 0.560 3.136 -0.75
C 0.064368 1.535284 0.937702 3.810 -2.020 -8.574 0.72
O 0.675936 2.466912 0.351726 -1.549 -1.185 1.923 -0.63
C 0.123912 0.105391 -0.126244 -1.255 1.369 1.495 0.00
N 0.775550 0.675613 -1.390424 -0.451 1.256 4.270 -0.75
C 0.200264 -1.336585 0.312086 1.614 1.705 -0.866 -0.23
C -0.247862 -1.989201 -0.934474 -0.700 3.611 1.472 -0.36
C -1.058836 -0.833550 -0.277202 4.032 -0.458 -0.990 -0.20
H -0.817006 0.487096 2.336992 -0.149 0.212 0.373 0.44
H -0.363545 2.206325 2.613075 -0.609 -0.116 1.022 0.44
H 0.166881 0.349454 -2.097195 0.204 0.135 -1.765 0.45
H 1.735030 0.458075 -1.285841 1.297 -1.175 -1.309 0.44
H 0.862807 1.731128 -1.038142 -1.060 -0.558 -0.640 0.48
H 0.767948 -1.811818 1.081881 -0.485 -0.001 0.945 0.27
H -0.580250 -2.893694 -0.676364 -1.488 -3.659 0.172 0.23
H 0.223028 -1.858043 -1.848505 0.819 0.199 -1.600 0.20
H -2.014285 -0.689982 0.009180 -2.985 0.125 0.935 0.24
```
Positions in Å, forces in eV/Å.

Formula: C5H9N2O3P
Source: the Open Molecules 2025 dataset
Level of theory: ωB97M-V/def2-TZVPD

Properties
DFT total energy = -872.490283 hartree

```
20
Properties=species:S:1:pos:R:3:forces:R:3:nbo_charge:R:1
C 0.122035 -0.473917 -1.070609 0.100 0.182 -1.387 0.46
C -0.084113 -1.920598 0.861179 1.449 -2.051 -0.956 0.68
C -0.230858 -1.835800 -0.812787 2.669 -0.663 2.288 -0.60
C 1.497801 -0.128915 -1.562567 -0.051 -0.727 1.123 -0.70
C -1.237441 2.587977 1.136304 -1.061 2.229 -0.125 -0.27
N -0.661795 0.491373 -0.787591 -1.306 1.530 0.003 -0.95
N -0.832176 -1.069397 1.490502 -2.120 2.255 -1.661 -0.92
O 0.647287 -2.814330 1.301133 -0.799 0.897 -0.581 -0.64
O -3.286214 -0.293253 -0.531835 -0.368 -0.063 0.036 -1.00
O -2.251216 1.636926 0.819537 -1.050 -0.655 -0.489 -0.81
P -2.096575 0.354046 -0.030538 2.931 -1.279 1.468 2.44
H -1.231178 -2.119868 -0.888898 -1.540 -0.382 -0.750 0.26
H 0.526375 -2.545797 -1.156435 -0.544 0.012 -0.101 0.25
H 1.589815 0.976481 -1.686151 0.063 -1.150 -0.977 0.25
H 1.924992 -0.967030 -2.195148 -0.467 1.737 0.049 0.25
H 2.029247 -0.276181 -0.623310 0.548 -0.130 0.346 0.26
H -1.629706 3.613899 0.806852 0.409 -1.435 0.058 0.19
H -0.348799 2.370641 0.500686 -0.178 0.091 1.509 0.24
H -1.346446 2.682096 2.246861 1.488 -0.451 -0.887 0.22
H -1.112280 -1.419647 2.375856 -0.173 0.053 1.033 0.39
```
Positions in Å, forces in eV/Å.

Formula: C5H9N2O5P
Source: the Open Molecules 2025 dataset
Level of theory: ωB97M-V/def2-TZVPD

Properties
DFT total energy = -1023.015825 hartree

```
22
Properties=species:S:1:pos:R:3:forces:R:3:nbo_charge:R:1
C -2.757779 0.567031 -0.342082 1.687 0.196 0.529 0.67
C -0.610243 0.585924 -0.037225 -0.724 -1.823 -0.654 0.74
C -2.227414 -0.878808 -0.582901 -1.650 0.969 -1.509 -0.33
C 0.061327 -1.857026 -0.070822 2.512 2.011 1.750 -0.43
C 0.667136 2.478649 0.347141 3.784 1.966 -0.961 -0.26
N -0.859869 -0.734130 -0.267811 2.496 0.105 0.133 -0.41
N -1.602395 1.355694 -0.097114 -1.808 1.567 -0.083 -0.62
O 3.346859 1.267471 -0.650633 -0.101 0.120 2.059 -0.96
O -3.860162 1.006485 -0.312682 -0.875 -0.373 -0.290 -0.53
O 2.542500 -0.788259 0.688683 -0.130 1.328 -1.110 -1.06
O 1.960670 -0.268320 -1.873801 -1.330 -0.520 -1.068 -1.05
O 0.610703 1.091478 0.213748 0.508 -2.388 -0.093 -0.52
P 2.321150 0.047084 -0.518703 2.429 -0.468 1.314 2.45
H -2.841604 -1.602079 -0.020433 0.634 0.074 -0.245 0.24
H -2.284661 -1.011624 -1.694051 -0.492 -0.383 0.768 0.23
H 0.367710 -1.656138 0.997992 0.382 -0.821 -1.128 0.22
H -0.517517 -2.706789 -0.000644 -1.097 -2.015 -0.413 0.21
H 1.053357 -1.965210 -0.706954 -2.844 0.189 0.898 0.25
H -0.090742 2.871746 0.977796 -0.443 0.273 0.350 0.24
H 0.775908 2.927847 -0.648240 -1.157 0.030 0.071 0.21
H 1.747686 2.669878 0.652906 -1.596 -0.199 0.632 0.20
H 3.791048 1.338446 0.232099 -0.183 0.162 -0.949 0.51
```
Positions in Å, forces in eV/Å.

Formula: C5H9N2OS
Source: the Open Molecules 2025 dataset
Level of theory: ωB97M-V/def2-TZVPD

Properties
Charge = +1
SMILES string = CSC(=O)C/C=N\C=[NH2+]
DFT total energy = -778.567151 hartree

```
18
Properties=species:S:1:pos:R:3:forces:R:3:nbo_charge:R:1
C 2.918622 1.402859 0.126784 -1.399 1.594 -1.156 -0.78
S 2.840101 -0.331135 -0.174983 -0.731 -1.890 0.424 0.29
C 1.053306 -0.583689 0.134008 1.674 2.758 -0.087 0.42
O 0.430298 0.418510 0.465405 -0.227 -1.011 0.199 -0.61
C 0.328867 -1.802351 -0.309491 -1.158 -0.344 -0.037 -0.60
C -1.144140 -1.819702 0.047279 -1.170 -0.656 -0.475 0.27
N -2.045507 -0.924897 0.150564 0.693 1.564 -0.202 -0.42
C -2.067422 0.412077 0.444887 0.660 -2.464 1.694 0.43
N -2.545350 1.385786 -0.290439 -0.534 -1.217 -0.128 -0.69
H 3.736037 1.899586 -0.431735 -0.056 -0.746 0.609 0.27
H 2.820118 1.749110 1.166206 0.271 -0.413 -0.404 0.25
H 2.009983 1.721249 -0.442790 0.641 0.377 0.762 0.24
H 0.660483 -2.823047 -0.016338 0.564 0.989 -0.587 0.29
H 0.268252 -1.618936 -1.407526 0.408 -0.873 0.297 0.30
H -1.543909 -2.861172 0.042840 0.154 0.804 0.143 0.22
H -1.803884 0.465311 1.543090 -0.543 1.107 -1.411 0.26
H -2.984783 2.179620 0.155788 0.416 0.172 0.064 0.44
H -2.931076 1.130826 -1.203554 0.337 0.250 0.294 0.43
```
Positions in Å, forces in eV/Å.

Q: Which of these has the lowest DFT total energy?
A: C5H9N2O5P

Q: What is the DFT total energy in the fourth record?
A: -872.490283 hartree

Q: Look up the DFT total energy of the first one.
A: -380.312182 hartree

Q: DFT total energy of number 1 (C5H9N2O)?
A: -380.312182 hartree